Computed, not measured: a cluster of 3 separate species, CH3N3O2S2 in total at a distorted geometry, with wB97M-V/def2-TZVPD.

Its HOMO-LUMO gap is 9.5 eV. As for the energy: -1150.943844 Ha. The SMILES is N#[N+][O-].N=C=O.SS. As for the highest occupied orbital energy: -0.330 Eh. The calculation puts the largest force on an atom at 3.7 eV/A. The net charge is 0. Its lowest unoccupied orbital energy is 0.5 eV.

Each line ends with the natural charge from an NBO analysis.
Atoms and positions in Å:
S1 3.8140 0.1501 -0.7741  -0.15
S2 2.3802 -0.0029 0.6171  -0.11
O1 -1.5400 -0.5440 1.6100  -0.49
O2 -2.4065 3.0149 0.6317  -0.31
N1 -1.2441 1.3559 -0.3400  -0.13
N2 -1.8038 2.1438 0.2060  0.45
N3 -2.5600 -1.7432 -0.0830  -0.77
C1 -2.0555 -0.9454 0.6841  0.85
H1 3.7513 1.5845 -0.8452  0.14
H2 1.5345 0.5082 -0.2480  0.12
H3 -2.9274 -1.5326 -0.9869  0.41